Entry from the Open Molecules 2025 dataset: the ion C11H13N2O with charge +1 (wB97M-V/def2-TZVPD).

```
27
Properties=species:S:1:pos:R:3:forces:R:3
N -1.0440 1.5375 -1.3554 -0.68 -1.84 2.40
H -0.8447 -2.2195 2.1957 0.24 -0.32 -1.10
C 1.7563 0.9694 1.0329 -2.89 1.07 2.00
H 1.1207 1.3093 1.9782 1.89 -0.68 -1.84
H -0.4804 2.3076 -1.5898 -0.24 1.38 -1.73
H -2.5406 1.0422 -2.7463 0.05 -0.51 0.42
C -0.5199 0.9823 -0.1350 0.41 -2.85 3.53
H -2.2499 -1.7928 2.9800 -2.41 0.11 3.19
H 1.1195 0.1321 -2.2758 -1.08 0.14 0.25
H 3.8537 0.9119 1.7076 0.22 0.41 1.94
H -0.7598 1.5408 0.8593 -0.43 -0.86 -1.94
H 3.2678 -0.1258 -2.2819 1.02 -0.16 -0.70
C 3.1132 0.7736 0.9869 -0.15 -0.35 -1.31
C -1.9772 0.7464 -1.8542 1.00 0.12 -1.01
C 0.9776 0.7877 -0.1064 -0.95 -0.38 -1.33
H 4.6945 0.3230 -0.1348 3.71 -0.56 -0.57
C -1.3233 -0.6905 -0.0870 2.38 1.60 -0.55
C 2.9102 0.2181 -1.3492 0.51 -0.59 1.06
H -0.6564 -1.5555 -0.3311 0.04 0.89 0.88
N -2.0147 -0.4760 -1.3187 -2.54 2.14 -0.53
C 1.5411 0.3386 -1.3045 1.46 0.59 0.46
O -2.9315 -1.3233 -1.8776 0.22 -0.81 -1.25
H -3.6279 -1.6953 -1.3089 0.50 0.67 0.81
C -2.1359 -0.8346 1.1359 0.70 -0.18 0.10
C 3.6993 0.3859 -0.1975 -3.96 0.54 -1.03
C -1.7722 -1.6751 2.1123 1.45 1.04 -2.65
H -2.8903 -0.0494 1.1811 -0.47 -0.62 0.49
```
Forces are in eV/Å.

As for the charge: +1. The SMILES is C=C[C@@H]1[C@@H](c2ccccc2)[NH+]=CN1O. The energy above the lowest of the compared OMol25 structures with the same formula, charge and spin is 354.9 kJ/mol. For the total energy, the calculation gives -611.3103 Eh. The spin multiplicity is 1.


Entry from the Open Molecules 2025 dataset: the molecule C21H21ClN2O6S (wB97M-V/def2-TZVPD).

```
52
Properties=species:S:1:pos:R:3:forces:R:3
H -0.7720 -0.5885 -2.9915 -0.03 -0.03 0.03
O -1.8299 1.7403 3.1886 0.33 -0.02 -0.18
H 3.7751 -1.3609 -1.5416 -0.02 -0.05 0.17
H -1.1250 -1.9594 -1.8983 -0.01 0.01 -0.01
H 2.8810 0.7664 -2.9208 -0.03 -0.02 -0.10
O -3.8739 0.4930 2.5939 0.04 -0.21 -0.23
N 4.0114 2.5912 -0.5490 -0.75 0.54 -0.94
H 6.0797 1.1564 2.3390 0.08 0.00 0.07
C -4.6647 1.0985 -0.1910 0.05 -0.09 -0.24
C -2.6838 0.0910 -1.1343 0.17 0.08 0.04
C -1.4922 -2.7942 1.0407 0.13 0.05 -0.03
C -5.4571 0.4291 -1.1066 -0.10 0.01 -0.01
C -1.3818 2.4062 0.4306 0.54 0.34 0.03
H 2.4732 2.4621 -2.5741 -0.05 0.04 -0.10
C -0.1137 -2.6775 0.9234 -0.14 0.33 0.13
H -5.0978 1.7400 0.5584 -0.04 0.08 0.07
H -0.5825 1.7840 0.0197 -0.04 0.09 0.01
C -4.8627 -0.3863 -2.0503 -0.01 0.04 0.07
S -2.5386 0.8956 2.2782 0.08 -0.19 -0.01
C 2.0207 -1.3375 1.1477 -0.17 -0.03 0.20
O 4.8320 2.2659 0.4808 0.47 -0.45 0.62
H 0.2863 0.4395 2.1810 0.15 0.11 0.02
H -3.3007 -1.7600 1.5928 -0.13 -0.09 -0.03
C 3.5158 1.4814 -1.0253 0.48 -0.09 0.50
H -6.5284 0.5513 -1.0861 -0.11 0.02 0.01
H -1.0386 2.8929 1.3404 0.10 0.16 -0.16
H 0.3450 -0.9932 -1.6586 -0.06 -0.03 -0.05
N -2.5565 1.6477 0.7896 -0.05 -0.38 0.96
C -3.4878 -0.5531 -2.0667 0.21 -0.10 -0.10
H 4.3479 -1.6939 0.1268 -0.08 -0.01 -0.17
H 1.5725 1.1481 -1.7985 -0.09 -0.02 -0.04
H -1.6615 3.1630 -0.3024 0.00 -0.02 0.02
O 2.8088 -1.1724 2.0379 0.00 0.00 0.03
C 5.6521 0.3563 1.7422 -0.03 0.13 0.00
H -1.9798 -3.7072 0.7366 -0.02 -0.08 -0.01
Cl 0.7939 -3.9917 0.2806 0.06 -0.29 -0.09
C 3.6951 -1.0709 -0.4915 0.48 0.23 0.15
C 4.8411 0.9387 0.6488 -0.54 -0.54 -0.64
O 2.3250 -1.3395 -0.1499 -0.20 -0.04 -0.29
C 4.0259 0.3674 -0.2967 0.33 0.24 0.43
C -3.2861 0.9514 -0.1979 -0.36 -0.25 -0.45
H 5.0159 -0.2689 2.3671 0.03 0.00 0.02
C 0.5438 -1.5169 1.3253 -0.10 0.01 0.04
C -1.5712 -0.5724 1.9190 -0.39 0.51 0.18
C 2.5528 1.4647 -2.1527 0.01 0.13 0.05
C -2.2253 -1.7227 1.5194 -0.07 -0.04 0.09
H -5.4645 -0.9057 -2.7806 -0.05 -0.04 -0.06
C -0.7003 -0.9537 -1.9621 0.12 -0.14 -0.17
O -1.3259 -0.0704 -1.0583 -0.53 0.25 0.13
H 6.4551 -0.2583 1.3380 0.07 0.00 0.03
C -0.1978 -0.4640 1.8452 0.17 -0.14 0.06
H -3.0499 -1.2029 -2.8073 0.08 -0.04 -0.05
```
Forces are in eV/Å.

As for the charge: 0. The SMILES is COc1ccccc1N(C)S(=O)(=O)c1ccc(Cl)c(C(=O)OCc2c(C)noc2C)c1. The energy above the lowest of the compared OMol25 structures with the same formula, charge and spin is 0.0 kJ/mol. For the total energy, the calculation gives -2232.1268 Eh. The spin multiplicity is 1.


Entry from the Open Molecules 2025 dataset: the molecule C20H26FN5O3 (wB97M-V/def2-TZVPD).

```
55
Properties=species:S:1:pos:R:3:forces:R:3
N -3.0843 -5.9034 -1.4839 -0.01 0.04 0.03
C 3.5578 -1.3839 -0.7413 0.18 0.03 0.05
H -3.8262 -6.8002 -3.1483 0.02 0.03 0.05
N -4.3850 0.3934 -1.8470 -0.01 0.08 0.00
H 3.7991 -2.4997 -3.2408 0.00 0.02 0.06
C -4.2939 -1.7506 -0.7739 -0.02 -0.03 -0.03
H 0.7749 -1.0164 2.5407 -0.01 0.00 0.00
C -0.1744 -0.9669 -0.1470 -0.08 -0.06 0.37
H 1.3395 0.8432 -1.5773 0.00 -0.03 0.00
H -0.9841 -3.9422 -1.8188 0.01 0.04 -0.02
C -3.1445 -4.6417 -1.1022 0.04 -0.07 0.20
C -4.4448 -0.3735 -0.7623 -0.03 0.02 0.13
C -0.8443 -1.4170 1.1723 -0.04 0.04 -0.13
H 1.0442 1.3895 0.0899 0.01 0.02 -0.02
H -1.8959 -1.1221 1.0601 0.03 0.01 0.01
H -4.6288 0.1435 0.1748 0.01 -0.03 -0.02
H -4.7185 -4.5779 -3.9632 -0.01 0.01 0.00
O -3.2741 -4.3017 1.2382 0.00 -0.05 -0.02
H -1.5622 -1.5889 -1.6378 0.04 -0.02 0.00
N 1.2752 -0.6625 -0.0662 -0.02 -0.21 -0.68
H -0.2642 0.3823 2.2393 0.00 -0.01 -0.01
H 0.1012 -1.6738 -2.1742 -0.02 -0.01 0.03
C 2.2254 -1.6409 -0.0342 0.09 0.30 0.54
N -1.3857 -3.5938 0.1996 0.17 0.05 -0.01
C -0.5788 -3.3658 -0.9894 0.04 -0.10 -0.04
C 1.5995 0.6829 -0.5287 0.00 0.04 0.00
H 4.0741 -2.3480 -0.7507 0.00 0.03 0.00
C -2.5960 -4.1887 0.2286 -0.10 0.05 -0.18
H -4.3672 -2.3184 0.1449 -0.01 0.01 0.01
C -3.8165 -3.8336 -2.0523 -0.04 0.00 0.00
H -0.6100 0.0091 -0.3697 0.03 -0.01 0.03
C -0.8602 -2.9294 1.3832 0.03 -0.06 0.11
H 0.1473 -3.2974 1.5712 0.01 0.00 0.02
H -4.1310 0.4126 -3.8834 0.00 -0.04 0.02
O 3.4504 -0.8422 -2.0411 -0.05 -0.10 0.05
N -3.7184 -5.9253 -2.6647 0.01 -0.07 -0.07
C -4.1702 -4.7168 -3.0466 -0.01 -0.01 -0.05
H -0.8329 -0.9310 3.2727 0.01 0.01 0.01
C -4.1760 -0.2247 -3.0054 0.01 0.06 -0.13
C 2.9951 -1.7970 -2.9796 0.11 -0.15 0.08
C -0.5549 -1.8781 -1.3253 -0.08 0.12 -0.02
H 2.1594 -2.3797 -2.5713 0.04 0.00 -0.03
H 2.3575 -1.7945 -5.0243 -0.01 -0.03 -0.04
C -4.0028 -1.5922 -3.1297 0.01 -0.07 0.01
H -3.7941 -2.0279 -4.0988 -0.01 0.01 0.00
H 0.4285 -3.7324 -0.7847 -0.02 -0.04 0.00
H 2.6564 0.8898 -0.4013 0.02 0.03 -0.01
F 1.3582 -0.4151 -3.9498 -0.19 0.13 -0.06
C 2.5448 -1.0866 -4.2175 0.02 0.03 0.06
H 4.1583 -0.6922 -0.1465 -0.01 0.00 -0.05
C -0.2569 -0.7016 2.3748 0.01 0.01 0.10
C -4.0541 -2.3893 -1.9888 -0.01 0.05 0.02
H -1.4992 -3.1840 2.2254 -0.02 0.01 0.00
O 2.1035 -2.6804 0.5966 -0.23 -0.12 -0.35
H 3.2805 -0.3470 -4.5296 0.05 0.03 -0.04
```
Forces are in eV/Å.

As for the charge: 0. The SMILES is C[C@@H]1CN(C(=O)c2n[nH]cc2-c2ccncc2)CC[C@@H]1N(C)C(=O)COCCF. The energy above the lowest of the compared OMol25 structures with the same formula, charge and spin is 60.3 kJ/mol. For the total energy, the calculation gives -1377.0886 Eh. The spin multiplicity is 1.


Entry from the Open Molecules 2025 dataset: a structure of composition C17H14N4ReS6SbTe (wB97M-V/def2-TZVPD).

```
44
Properties=species:S:1:pos:R:3:forces:R:3
C 5.2534 -1.0652 -1.6039 -0.01 -0.08 -0.03
C 0.2994 -5.0398 -0.9548 -0.04 0.04 0.12
C 3.6383 -0.0216 -0.1771 0.11 0.02 -0.12
S -2.7532 1.7264 -2.6643 0.40 -0.46 0.48
N -1.2099 1.6462 0.8507 0.17 -0.38 -0.09
C -0.2792 -3.9714 -0.2169 0.21 -0.17 0.21
S 0.3584 -3.0112 -2.5089 -0.36 -0.10 -0.22
C 4.4064 -2.1615 -1.7392 -0.01 0.05 0.02
H -5.4081 1.7308 4.0464 0.04 0.00 -0.03
H 1.8999 -1.1999 0.3252 0.25 -0.14 0.03
H -5.6950 1.3712 1.6137 0.03 0.01 0.01
N -0.0416 1.6877 1.3758 0.19 0.06 0.27
C -2.3391 1.7253 1.7266 0.08 0.18 0.18
C -3.6038 1.5281 1.1923 -0.07 -0.04 -0.17
C -4.5456 1.7333 3.3916 -0.05 0.01 -0.01
H 2.5584 -3.0715 -1.1316 0.18 0.09 0.12
C 1.0122 1.2576 0.6700 -0.44 -0.76 -1.15
H 0.4173 -6.0428 -0.5702 -0.01 0.03 -0.02
H -3.1482 2.1033 4.9804 0.00 0.02 -0.02
H -3.7393 1.3670 0.1300 0.01 -0.01 -0.03
C 2.8032 -1.1301 -0.2735 0.08 -0.15 0.38
C -2.1674 1.9378 3.0932 0.18 0.04 -0.01
H 4.7073 -3.0011 -2.3517 0.00 0.01 0.02
H 6.2108 -1.0502 -2.1062 -0.01 0.00 0.00
H 1.1800 -5.2514 -2.9630 -0.04 0.01 0.10
S 0.5876 0.4244 -0.9532 -0.13 1.01 0.46
S -2.6359 5.1942 -4.3866 -0.20 -0.12 0.39
C 3.1924 -2.1960 -1.0647 0.14 -0.14 0.07
Sb -3.4324 4.3566 -2.5314 -0.27 0.03 -0.15
H 4.1173 1.6215 0.9988 0.08 -0.13 0.22
C 4.8765 0.0028 -0.8147 -0.03 0.23 -0.03
C -4.7084 1.5318 2.0288 -0.02 -0.01 0.04
H -1.1763 2.1096 3.4890 -0.03 -0.05 0.06
N 2.2246 1.5063 1.0938 -0.41 0.74 0.64
S -4.8749 4.3050 -0.8853 0.27 0.12 -0.37
C 0.6985 -4.6554 -2.1992 0.01 0.02 -0.18
S -0.8878 4.0878 -1.1796 0.41 -1.28 0.18
H -0.6542 -4.0696 0.7949 0.03 0.01 -0.07
N 3.3286 1.0856 0.6534 0.22 -0.38 -0.32
Re -1.2035 1.9867 -1.1842 -0.72 1.96 -0.75
Te -1.2335 -1.0889 -0.2850 -0.09 -0.45 0.26
C -3.2749 1.9421 3.9183 0.00 0.00 0.01
H 5.5270 0.8637 -0.6963 0.00 -0.07 -0.04
C -0.2852 -2.8050 -0.9315 -0.15 0.20 -0.47
```
Forces are in eV/Å.

As for the charge: +2. The energy above the lowest of the compared OMol25 structures with the same formula, charge and spin is 111.5 kJ/mol. For the total energy, the calculation gives -3850.2182 Eh. The spin multiplicity is 1.


Which value of spin multiplicity does entry 3 give?
1